Record 1
Computed, not measured: a molecular structure, C8H8AsCsF6N6O6, with ωB97M-V/def2-TZVPD.

The value obtained for the HOMO-LUMO gap (alpha / beta) is 0.32660 / 0.23015 hartree. Its total charge is -1. Its HOMO energy (alpha / beta) is -6.6 / -6.7 eV. As for the spin multiplicity: 2.

```
36
C8H8AsCsF6N6O6 ωB97M-V/def2-TZVPD
Cs 0.354 1.984 -1.838
As 1.229 -0.172 -4.938
F 1.893 0.093 -6.501
F 1.774 -1.828 -4.963
F 0.736 1.508 -4.838
F 0.585 -0.474 -3.314
F -0.288 -0.616 -5.607
F 2.720 0.303 -4.165
O -3.467 1.479 6.490
O -4.832 2.226 4.783
O 2.898 1.916 -0.547
O -1.647 0.738 -0.292
O 4.295 0.364 -1.063
O -1.114 2.673 0.673
N -1.172 -0.299 2.357
N 2.999 -1.746 -2.066
N 1.134 -2.124 -0.823
N -0.004 -1.803 -0.076
N 2.164 -0.133 -0.450
N 3.181 0.734 -0.721
C -2.801 0.880 4.140
C -2.232 -0.302 4.509
C -3.984 1.736 5.452
C -1.759 0.856 2.066
C -1.394 -0.859 3.537
C -2.614 1.521 2.958
C 2.135 -1.280 -1.125
C -1.505 1.492 0.697
H 2.537 -2.183 -2.856
H 1.065 -2.966 -1.368
H -3.072 2.460 2.687
H 3.712 -1.098 -2.366
H -0.888 -1.795 3.746
H -2.374 -0.772 5.470
H 0.262 -1.478 0.847
H -0.524 -1.032 -0.496
```

Here is what Löwdin gives for the atomic charges, in e: 1.34, 0.71, -0.24, -0.26, -0.34, -0.37, -0.23, -0.26, 0.15, 0.16, -0.13, -0.19, 0.04, -0.11, 0.13, 0.17, -0.02, 0.06, 0.10, -0.48, -0.02, -0.04, -0.53, -0.15, -0.11, 0.03, -0.43, -0.73, 0.08, 0.14, 0.13, 0.08, 0.11, 0.11, 0.05, 0.04


Record 2
Computed, not measured: 3 unconnected molecules or ions with the total composition C8H8BBrO3, with ωB97M-V/def2-TZVPD.

The value obtained for the HOMO-LUMO gap is 0.32793 hartree. Its HOMO energy is -8.9 eV. As for the spin multiplicity: 1. The SMILES is c1ccc2occc2c1.O=BO.Br.

```
21
C8H8BBrO3 ωB97M-V/def2-TZVPD
Br -4.698 0.855 -0.487
O -3.857 -2.106 -0.289
O -0.525 -0.348 0.846
O -1.586 -3.072 -0.517
C 1.907 0.429 -1.835
C 2.434 1.584 0.210
C 0.521 0.147 0.100
C 0.741 -0.130 -1.259
C 2.711 1.224 -1.112
C 1.315 1.004 0.808
C -0.421 0.279 2.079
C 0.667 1.110 2.082
B -2.802 -2.647 -0.360
H 1.025 1.704 2.942
H 0.006 -0.675 -1.864
H -1.163 -0.035 2.653
H 2.221 0.106 -2.821
H -0.719 -2.752 -0.256
H 2.944 2.386 0.803
H -4.442 -0.514 -0.125
H 3.721 1.453 -1.598
```

Here is what Löwdin gives for the atomic charges, in e: 0.30, 0.11, 0.02, 0.25, -0.11, -0.01, -0.24, 0.03, -0.12, -0.20, -0.03, 0.01, -0.53, 0.12, 0.12, 0.08, 0.11, 0.12, 0.13, -0.31, 0.13


Record 3
Computed, not measured: a molecular structure, C8H8Br2HgO6, with ωB97M-V/def2-TZVPD.

The value obtained for the HOMO-LUMO gap (alpha / beta) is 0.28470 / 0.25369 hartree. Its total charge is -1. Its HOMO energy (alpha / beta) is -5.2 / -6.2 eV. As for the spin multiplicity: 2.

```
25
C8H8Br2HgO6 ωB97M-V/def2-TZVPD
Hg 0.224 0.959 -0.179
Br 2.702 -1.443 -0.296
Br -1.702 2.381 -0.743
O -0.484 -1.369 -1.681
O 0.109 0.934 2.729
O -1.494 -0.627 0.940
O -3.577 -4.716 -0.293
O -3.287 -2.761 1.890
O -1.859 -3.860 -2.514
C -0.884 1.952 2.875
C -1.991 -3.282 -1.464
C -1.316 -1.996 -1.039
C 2.231 0.413 0.108
C -1.814 -1.650 0.324
C -2.887 -3.728 -0.312
C -1.504 1.933 4.262
C -2.746 -2.708 0.805
H -2.031 0.991 4.426
H 2.896 1.010 -0.506
H -0.369 2.897 2.701
H 2.482 0.543 1.155
H -2.221 2.750 4.368
H -1.662 1.837 2.118
H -0.733 2.040 5.028
H -0.363 0.092 2.710
```

Here is what Löwdin gives for the atomic charges, in e: 0.81, 0.46, -0.16, 0.02, -0.15, -0.04, 0.13, 0.11, 0.13, -0.36, -0.27, -0.28, -0.83, -0.27, -0.27, -0.09, -0.28, 0.07, -0.05, 0.11, -0.05, 0.07, 0.04, 0.07, 0.06


Record 4
Computed, not measured: 2 unconnected molecules or ions with the total composition C8H8BrClO, with ωB97M-V/def2-TZVPD.

The value obtained for the HOMO-LUMO gap (alpha / beta) is 0.28882 / 0.28888 hartree. Its HOMO energy (alpha / beta) is -8.1 / -8.1 eV. As for the spin multiplicity: 1.

```
19
C8H8BrClO ωB97M-V/def2-TZVPD
Br -0.726 -4.179 0.780
Cl 1.963 -2.398 0.992
O -2.043 -1.389 0.693
C 0.423 1.909 1.555
C 0.181 0.908 -1.126
C -0.161 0.654 1.304
C 0.983 2.527 0.508
C 0.945 2.045 -0.844
C -0.383 0.193 0.013
C 0.501 -2.816 0.014
C -1.085 -1.049 -0.147
H 1.443 2.596 -1.604
H 0.671 2.267 2.517
H 0.786 -3.002 -0.966
H 1.560 3.395 0.735
H -0.420 -0.135 2.114
H 0.048 0.528 -2.156
H -1.417 -1.342 -1.130
H -1.712 -1.935 1.467
```

Here is what Löwdin gives for the atomic charges, in e: 0.59, 0.45, -0.06, -0.08, 0.00, -0.03, -0.10, -0.05, -0.23, -0.94, -0.24, 0.09, 0.10, -0.04, 0.10, 0.15, 0.12, 0.12, 0.07


Record 5
Computed, not measured: a gas-phase ion, C8H8BrN2O3 (charge +1), with ωB97M-V/def2-TZVPD.

The value obtained for the HOMO-LUMO gap is 0.30117 hartree. Its total charge is +1. Its HOMO energy is -13.7 eV. As for the spin multiplicity: 1.

```
22
C8H8BrN2O3 ωB97M-V/def2-TZVPD
Br 1.516 2.024 1.525
O -0.558 0.547 -1.534
O 0.886 -1.767 0.328
O -1.575 -0.381 0.479
N 0.368 -2.097 -1.948
N -1.806 -1.250 -1.816
C -1.194 0.919 2.563
C -0.992 -0.592 -0.751
C 0.290 1.181 -0.839
C 0.283 -1.560 -0.656
C 1.226 1.958 -1.599
C 0.172 1.159 0.575
C -0.869 0.588 1.207
C -0.918 -2.032 -2.430
H 1.582 1.293 -2.359
H -1.837 0.175 2.948
H -1.244 -2.509 -3.341
H 0.854 2.744 -2.162
H 0.987 -2.731 -2.336
H -1.919 1.773 2.531
H -0.386 1.234 3.132
H 2.034 2.269 -0.973
```

Here is what Löwdin gives for the atomic charges, in e: 0.98, 0.17, 0.22, 0.18, 0.18, 0.18, 0.02, -0.37, -0.31, -0.33, 0.04, -0.54, -0.22, -0.09, 0.12, 0.11, 0.15, 0.11, 0.14, 0.16, 0.04, 0.05


Record 6
Computed, not measured: a single C8H8BrP molecule, with ωB97M-V/def2-TZVPD.

The value obtained for the HOMO-LUMO gap is 0.31053 hartree. Its HOMO energy is -8.2 eV. As for the spin multiplicity: 1. The SMILES is Cp1c(Br)cc2c1CC=C2.

```
18
C8H8BrP ωB97M-V/def2-TZVPD
Br -3.986 -0.043 -0.113
P -1.200 -1.199 0.906
C -2.052 0.272 0.188
C 0.447 -0.133 0.660
C 0.025 1.135 0.265
C 2.342 1.177 0.186
C -1.175 -2.285 -0.660
C -1.357 1.386 -0.059
C 1.260 1.921 -0.079
C 1.914 -0.198 0.761
H -0.470 -3.030 -0.381
H -1.059 -1.698 -1.656
H 2.332 -0.872 -0.071
H 1.279 3.050 -0.385
H -2.233 -2.765 -0.704
H 3.408 1.517 -0.075
H 2.269 -0.516 1.657
H -1.744 2.281 -0.439
```

Here is what Löwdin gives for the atomic charges, in e: 0.56, 0.95, -0.85, -0.29, -0.27, -0.10, -0.31, -0.14, -0.07, -0.18, -0.01, 0.08, 0.15, 0.14, 0.05, 0.12, 0.07, 0.09


Record 7
Computed, not measured: a gas-phase ion, C8H8Cl2N (charge +1), with ωB97M-V/def2-TZVPD.

The value obtained for the HOMO-LUMO gap is 0.32271 hartree. Its total charge is +1. Its HOMO energy is -13.5 eV. As for the spin multiplicity: 1. The SMILES is C/C(Cl)=C(\Cl)[n+]1ccccc1.

```
19
C8H8Cl2N ωB97M-V/def2-TZVPD
Cl -1.461 2.075 -0.307
Cl -1.406 -2.345 0.027
N 0.382 -0.358 -0.120
C 3.040 0.291 -0.038
C 2.543 -0.658 -0.906
C -1.984 0.410 -0.009
C 2.167 0.840 0.852
C 1.203 -0.935 -0.984
C 0.877 0.514 0.769
C -1.084 -0.609 -0.139
C -3.407 0.176 0.181
H -3.605 0.312 1.336
H -3.703 -0.880 -0.014
H 3.124 -1.089 -1.691
H 0.157 1.043 1.558
H 0.743 -1.508 -1.695
H 2.309 1.621 1.754
H 4.229 0.375 -0.098
H -4.124 0.724 -0.476
```

Here is what Löwdin gives for the atomic charges, in e: 0.74, 0.74, -0.06, -0.01, 0.00, -0.67, -0.05, -0.01, -0.11, -0.58, -0.13, 0.15, 0.07, 0.13, 0.18, 0.12, 0.19, 0.19, 0.11


Record 8
Computed, not measured: a molecular structure, C8H8ClFO3S, with ωB97M-V/def2-TZVPD.

The value obtained for the HOMO-LUMO gap is 0.35907 hartree. Its HOMO energy is -9.3 eV. As for the spin multiplicity: 1.

```
22
C8H8ClFO3S ωB97M-V/def2-TZVPD
Cl 1.361 3.020 0.590
S 3.350 -0.870 0.029
F 4.909 -1.163 -0.469
O 2.627 -1.681 -0.874
O 3.303 -1.148 1.423
O 0.964 0.431 0.564
C 1.482 1.471 -0.182
C -2.665 0.513 -0.016
C -0.604 -1.294 0.494
C -1.361 0.983 0.100
C 3.316 0.893 -0.281
C -1.878 -1.779 0.337
C -2.889 -0.867 -0.065
C -0.393 0.089 0.439
H 0.365 -1.886 0.611
H -3.781 -1.355 -0.171
H -1.046 1.996 -0.013
H 3.851 1.321 0.572
H 3.768 1.247 -1.189
H -2.121 -2.771 0.458
H 0.945 1.343 -1.151
H -3.447 1.144 -0.391
```

Here is what Löwdin gives for the atomic charges, in e: 0.71, 0.65, -0.22, -0.26, -0.25, -0.18, -0.65, -0.06, 0.01, -0.04, -0.10, -0.05, -0.06, -0.26, 0.14, 0.07, 0.08, 0.08, 0.08, 0.08, 0.13, 0.10


Taking the records one at a time from the top gives max |F| values of 0.7; 5.6; 0.4; 4.0; 4.7; 5.2; 4.8; 4.1 eV/A.